A structure of composition C44H35N13O2PTl in a non-equilibrium geometry. Source: the Open Molecules 2025 dataset; level of theory: ωB97M-V/def2-TZVPD.

Summary:
Charge: 0
Energy (hartree): -3073.94103
Orbital gap (alpha / beta) (hartree): 0.18298 / 0.18487

Last column: Mulliken charge in e.
CARTESIAN COORDINATES (ANGSTROEM)
Tl 0.540 -18.637 13.129  2.6019
C -6.161 -18.816 13.210  -0.9775
C -6.014 -20.155 13.574  -0.7185
C -4.739 -20.656 13.888  -0.2084
C -3.642 -19.792 13.868  0.4897
C -2.215 -19.990 14.132  0.0367
N -1.580 -18.835 13.935  -0.1197
C -2.487 -17.874 13.537  -0.7122
N -2.251 -16.564 13.442  -0.2172
C -1.128 -15.940 13.655  -0.3408
C -0.924 -14.503 13.573  0.8295
C -1.792 -13.475 13.212  -0.3298
C -1.329 -12.163 13.301  -0.8011
C 0.000 -11.916 13.654  -0.7001
C 0.885 -12.947 13.882  -0.1782
C 0.411 -14.274 13.851  0.1763
C 1.019 -15.568 14.071  -0.4297
N 2.321 -15.777 14.290  -0.3212
C 2.878 -16.928 14.518  0.1122
N 2.272 -18.168 14.515  -0.2662
C 3.136 -19.081 15.018  -0.0837
N 2.919 -20.345 15.343  -0.5869
C 1.740 -20.923 15.169  -0.4339
N 0.572 -20.354 14.861  -0.3031
C -0.421 -21.340 14.852  -0.0058
N -1.647 -21.196 14.529  -0.5927
C 0.196 -22.629 15.202  0.2498
C -0.291 -23.902 15.306  -0.2745
C 0.600 -24.934 15.571  -0.5782
C 1.983 -24.727 15.701  -0.8798
C 2.431 -23.403 15.661  -0.0695
C 1.554 -22.376 15.376  0.5577
C 4.436 -18.440 15.281  0.4995
C 5.611 -18.925 15.819  -0.1377
C 6.650 -18.001 16.020  -0.7714
C 6.433 -16.617 15.735  -0.6818
C 5.249 -16.151 15.226  -0.4198
C 4.250 -17.084 15.013  0.1489
N 0.060 -16.513 14.001  -0.3510
C -3.816 -18.476 13.455  0.1940
C -5.074 -17.963 13.154  -0.1630
H -7.148 -18.533 12.956  0.4422
H -6.865 -20.794 13.585  0.4543
H -4.651 -21.725 14.172  0.4783
H -2.825 -13.611 12.938  0.5703
H -1.966 -11.359 13.038  0.4642
H 0.395 -10.921 13.600  0.4020
H 1.930 -12.715 14.025  0.5308
H -1.319 -24.137 15.128  0.5702
H 0.254 -25.937 15.662  0.4147
H 2.625 -25.538 15.958  0.4404
H 3.501 -23.217 15.761  0.4768
H 5.742 -19.965 16.082  0.5849
H 7.601 -18.338 16.400  0.4353
H 7.283 -15.974 15.940  0.3898
H 5.127 -15.117 14.948  0.5674
H -5.235 -16.916 12.941  0.5828
N 1.415 -15.594 11.070  0.2317
C 2.611 -16.248 11.257  0.6030
C 3.834 -15.638 10.937  -1.2972
C 5.003 -16.356 11.035  -0.4344
C 4.980 -17.679 11.475  -1.2651
C 3.734 -18.151 11.832  -0.1661
N 2.557 -17.502 11.703  0.5396
H 1.460 -14.577 11.110  0.3647
H 0.627 -15.981 11.575  -0.9640
H 3.877 -14.602 10.574  0.4071
H 5.946 -15.891 10.805  0.4350
H 5.815 -18.352 11.578  0.5614
H 3.658 -19.155 12.242  0.4004
O 2.365 -21.038 12.660  -0.4560
C 1.442 -21.180 11.865  -0.4789
O 0.393 -20.414 11.773  -0.1805
H 1.457 -22.040 11.207  0.4811
C -1.698 -17.274 7.811  -1.0897
N -2.658 -16.966 8.886  0.1731
C -3.566 -18.083 9.017  -0.9649
N -2.876 -19.358 9.246  0.1684
C -1.928 -19.566 8.178  -0.9254
N -0.936 -18.502 8.020  0.1783
C -0.030 -18.383 9.140  -1.3034
P -0.950 -18.057 10.734  2.4536
C -1.983 -16.630 10.125  -1.4834
C -2.207 -19.427 10.541  -1.5228
H -1.019 -16.449 7.659  0.3967
H -2.281 -17.434 6.908  0.3583
H -4.105 -18.167 8.085  0.3101
H -4.273 -17.890 9.823  0.4476
H -2.446 -19.698 7.179  0.3060
H -1.373 -20.485 8.365  0.4507
H 0.708 -17.588 8.959  0.2766
H 0.557 -19.291 9.244  0.3384
H -1.316 -15.757 9.930  0.3099
H -2.688 -16.379 10.926  0.5268
H -2.953 -19.427 11.357  0.3115
H -1.634 -20.350 10.557  0.4546

---

A structure of composition C54H42BrCeN5O4S2Se in a non-equilibrium geometry. Source: the Open Molecules 2025 dataset; level of theory: ωB97M-V/def2-TZVPD.

Summary:
Charge: +1
Energy (hartree): -8904.50204
Orbital gap (alpha / beta) (hartree): 0.23792 / 0.23796
Expectation value of S²: 0.751
2S+1: 2

Last column: Mulliken charge in e.
CARTESIAN COORDINATES (ANGSTROEM)
Ce 1.170 -2.713 0.975  0.9660
O 4.799 -0.021 0.469  -0.6953
C 3.839 -0.708 0.887  0.1103
N 3.109 -1.501 -0.003  0.8440
C 3.829 -2.099 -1.035  -0.3101
O 4.486 -1.490 -1.882  -0.6239
C 3.638 -3.591 -1.157  0.8771
C 4.357 -4.323 -2.151  -0.7115
C 4.171 -5.682 -2.217  -0.2251
C 3.189 -6.349 -1.431  -0.8625
C 2.601 -5.575 -0.437  -0.0652
N 2.747 -4.247 -0.402  0.0813
C 3.451 -0.580 2.303  0.3827
C 3.724 0.559 3.073  -0.4203
C 3.220 0.721 4.403  -0.4482
C 2.540 -0.345 4.972  -0.6563
C 2.579 -1.559 4.321  -0.4477
N 2.967 -1.647 3.038  0.5188
H 5.111 -3.788 -2.741  0.4498
H 4.645 -6.210 -3.093  0.3323
H 3.000 -7.412 -1.586  0.4093
H 1.932 -5.946 0.317  0.4349
H 4.205 1.408 2.562  0.4794
H 3.403 1.748 4.798  0.4027
H 1.923 -0.371 5.923  0.3970
H 2.276 -2.451 4.745  0.6364
C 4.240 4.093 -6.372  -1.3601
C 3.664 3.426 -5.223  1.0360
C 4.301 2.302 -4.620  -0.9310
C 3.806 1.802 -3.380  -0.4459
C 2.646 2.286 -2.826  0.0917
C 1.915 3.259 -3.463  -0.0723
C 2.458 3.888 -4.610  -1.0139
S 2.229 1.589 -1.280  0.6271
O 2.825 -2.899 2.491  -0.5953
C 1.899 2.989 -0.325  0.3254
C 2.986 3.684 0.274  -1.0406
C 2.784 4.898 0.904  -1.1540
C 1.456 5.288 1.261  0.4269
C 1.253 6.263 2.269  -0.7111
C -0.029 6.679 2.698  -0.7184
C -1.138 6.009 2.154  -0.8664
C -0.902 4.922 1.257  -0.5075
C 0.351 4.486 0.841  0.9874
C 0.605 3.306 -0.023  0.0352
C -0.528 2.515 -0.600  -0.1773
C -1.430 2.994 -1.601  1.2277
C -1.341 4.344 -2.026  -0.6510
C -2.290 4.840 -2.914  -0.8217
C -3.416 4.068 -3.382  -0.7599
C -3.488 2.726 -2.961  -0.9208
C -2.590 2.176 -2.012  0.4365
C -2.772 0.922 -1.409  -1.1258
C -1.963 0.509 -0.382  -1.1316
C -0.859 1.274 -0.011  0.9752
S -0.035 0.710 1.564  0.9891
O 0.073 -0.869 1.609  0.2916
C -1.391 0.823 2.758  0.0997
C -2.057 2.080 2.859  -0.7630
C -3.434 2.087 3.199  -0.8104
C -4.069 0.888 3.353  0.7677
C -5.617 0.782 3.123  -1.4556
C -3.296 -0.300 3.613  -0.5748
C -1.939 -0.336 3.324  -0.6242
H 4.491 3.284 -7.122  0.3461
H 5.158 4.652 -6.134  0.2797
H 3.544 4.824 -6.800  0.3348
H 5.170 1.918 -5.128  0.4147
H 4.553 1.230 -2.741  0.3104
H 0.948 3.602 -2.964  0.3016
H 1.900 4.673 -5.090  0.3162
H 3.979 3.252 0.046  0.5847
H 3.657 5.540 1.020  0.4379
H 2.111 6.746 2.715  0.4448
H -0.073 7.645 3.196  0.3769
H -2.189 6.307 2.369  0.3801
H -1.760 4.426 0.829  0.6738
H -0.457 4.923 -1.719  0.5262
H -2.096 5.838 -3.356  0.3570
H -4.108 4.550 -4.078  0.4007
H -4.305 2.126 -3.362  0.4284
H -3.635 0.330 -1.716  0.4336
H -2.085 -0.437 0.143  0.4929
H -1.504 2.973 2.494  0.5133
H -4.015 2.942 3.389  0.5536
H -5.926 1.779 3.008  0.4279
H -6.110 0.404 4.041  0.3617
H -5.903 0.202 2.273  0.3004
H -3.850 -1.238 3.911  0.3385
H -1.367 -1.264 3.517  0.3526
C -2.552 -7.714 1.960  -1.0235
N -2.600 -6.583 1.046  0.2341
C -1.737 -5.520 1.033  -0.3910
Se -0.431 -5.128 2.299  -0.3168
N -2.180 -4.577 0.140  0.6237
C -3.355 -5.059 -0.439  0.4102
C -4.329 -4.452 -1.276  -0.6039
C -5.480 -5.159 -1.470  -0.6793
C -5.719 -6.387 -0.914  -0.3734
C -4.821 -7.072 -0.107  -0.8798
C -3.617 -6.324 0.106  0.6628
H -1.532 -8.073 2.044  0.3506
H -3.151 -8.532 1.657  0.3719
H -2.946 -7.354 2.939  0.3484
H -1.507 -3.880 -0.233  -0.2363
H -4.080 -3.430 -1.637  0.4540
H -6.228 -4.832 -2.125  0.4577
H -6.673 -6.857 -1.127  0.3601
H -4.954 -8.100 0.259  0.3056
Br -0.055 -2.522 -1.677  -0.7038

---

A cluster of 2 separate species, C17H22N3 in total in a non-equilibrium geometry. Source: the Open Molecules 2025 dataset; level of theory: ωB97M-V/def2-TZVPD.

Summary:
Charge: +1
Energy (hartree): -825.04626
Orbital gap (hartree): 0.27998

Last column: Mulliken charge in e.
CARTESIAN COORDINATES (ANGSTROEM)
C 3.877 -2.347 -0.787  -0.7197
C 2.886 -2.565 0.360  -0.5675
C 2.747 -1.343 1.263  -0.7573
N 2.532 -0.113 0.479  0.2617
C 1.543 0.708 0.757  0.2531
C 1.293 1.914 -0.004  0.1514
C 1.229 1.887 -1.425  -0.2800
C 1.151 3.074 -2.150  -0.5369
C 1.064 4.305 -1.481  -0.4604
C 1.070 4.337 -0.077  -0.6368
C 1.171 3.160 0.659  -0.4026
C 3.609 0.159 -0.490  -0.7807
C 3.739 -0.989 -1.481  -0.4872
H 4.897 -2.436 -0.393  0.3240
H 3.748 -3.138 -1.531  0.3351
H 1.900 -2.837 -0.037  0.3188
H 3.217 -3.405 0.980  0.3396
H 1.921 -1.453 1.974  0.3470
H 3.688 -1.214 1.817  0.3173
H 0.960 0.490 1.655  0.6220
H 1.256 0.922 -1.943  0.4715
H 1.147 3.039 -3.242  0.4014
H 0.959 5.231 -2.050  0.3994
H 0.987 5.293 0.443  0.3883
H 1.196 3.162 1.752  0.4061
H 3.452 1.102 -1.020  0.4815
H 4.545 0.239 0.086  0.4070
H 4.613 -0.789 -2.112  0.3879
H 2.867 -0.992 -2.149  0.2052
N -0.617 0.404 2.636  -0.3393
C -0.760 0.893 3.885  -0.5548
C -1.963 0.822 4.588  -0.6368
C -3.095 0.278 3.934  1.1590
N -4.315 0.284 4.534  -0.4680
C -2.929 -0.259 2.634  -0.7738
C -1.683 -0.138 2.018  -0.3506
H 0.116 1.359 4.348  0.4005
H -2.033 1.191 5.612  0.2925
H -5.144 -0.020 4.042  0.1994
H -4.462 0.743 5.423  0.2000
H -3.759 -0.743 2.117  0.2879
H -1.542 -0.494 0.992  0.3948

---

A structure of composition C6H15ClLi2N in a non-equilibrium geometry. Source: the Open Molecules 2025 dataset; level of theory: ωB97M-V/def2-TZVPD.

Summary:
Charge: +1
Energy (hartree): -767.42741
Orbital gap (hartree): 0.17084

Last column: Mulliken charge in e.
CARTESIAN COORDINATES (ANGSTROEM)
Li 1.041 0.910 5.159  0.9197
Li 1.520 -2.179 5.809  0.9038
Cl 0.975 -1.190 3.602  -0.7273
C 2.396 -0.356 -0.063  -1.2624
C 0.915 -0.533 0.215  -0.5036
N 0.089 -0.274 -0.966  0.0187
C 0.071 1.135 -1.323  -0.2924
C -0.823 1.438 -2.543  -1.3156
C -1.234 -0.864 -0.756  -0.8395
C -2.094 -0.215 0.339  -0.9473
H 2.997 -0.576 0.826  0.3378
H 2.596 0.680 -0.329  0.3410
H 2.778 -1.089 -0.772  0.3031
H 0.720 -1.576 0.482  0.4095
H 0.546 0.031 1.083  0.2623
H 1.075 1.463 -1.589  0.3520
H -0.302 1.776 -0.507  0.2847
H -1.813 1.033 -2.349  0.2861
H -0.373 0.961 -3.411  0.3364
H -0.973 2.507 -2.685  0.3935
H -1.795 -0.861 -1.686  0.4059
H -1.171 -1.922 -0.495  0.4249
H -3.110 -0.632 0.331  0.3980
H -1.878 -0.536 1.366  0.2481
H -2.152 0.868 0.261  0.2626

---

Looking at relative energy (zero: lowest compared OMol25 entry of this formula, charge and spin) for the records above, in order, we have 0.0; 516.2; 0.0; 167.1 kJ/mol.